Molecular formula: C2H4N3O
Method: DFT, the ωB97M-V functional and the def2-TZVPD basis

The geometry in XYZ format:
```
10
Properties=species:S:1:pos:R:3
C -1.0897 0.7239 0.0145
C -1.4503 -0.6245 -0.0359
N 0.2412 0.7541 -0.1366
N 0.7368 -0.4645 -0.0621
N -0.4222 -1.4148 -0.1460
O 2.2186 -0.2625 0.0165
H -1.5973 1.5882 0.1289
H -2.3888 -0.9711 -0.0285
H 0.9351 1.5342 -0.2313
H 2.8166 -0.8631 0.4805
```

Output
- Maximum force: 0.0869 hartree/bohr
- Energy relative to the best compared isomer or geometry (same formula, charge and spin): 4.660 eV
- Total energy: -8644.2549 eV
- Net charge: +1
- HOMO level: -15.74 eV
- SMILES string: O[n+]1ncc[nH]1
- 2S+1: 1